Entry 1:
This record from the OMol25 dataset describes 2 unconnected molecules or ions with the total composition C9H11O2 in a non-equilibrium geometry. The level of theory is ωB97M-V/def2-TZVPD.

Geometry as XYZ:
```
22
C9H11O2 ωB97M-V/def2-TZVPD
C -1.00 -2.34 1.34
C -0.23 1.31 0.47
C 0.02 1.87 1.72
C -0.57 -0.01 0.37
C -0.69 -0.86 1.48
C -0.01 1.00 2.82
C -0.40 -0.42 2.75
H -0.15 1.94 -0.37
H 0.14 3.05 1.64
H -0.56 -0.33 -0.70
H 0.27 1.22 3.82
H -0.04 -2.80 1.34
H -1.47 -2.67 0.40
H -0.06 -1.11 3.54
H -1.66 -2.72 2.09
C 0.97 -0.13 -2.80
C 0.86 1.15 -3.72
O -0.12 1.82 -3.41
O 1.62 1.33 -4.71
H 1.29 -0.95 -3.52
H -0.05 -0.30 -2.49
H 1.82 -0.05 -2.07
```

For the largest force on an atom, the calculation gives 0.0787 hartree/bohr. The value obtained for the HOMO-LUMO gap is 7.00 eV. The energy above the lowest of the compared OMol25 structures with the same formula, charge and spin is 161.67 kJ/mol. The net charge is -1. As for the multiplicity: 1.

***

Entry 2:
This record from the OMol25 dataset describes 2 unconnected molecules or ions with the total composition C5H8NS in a non-equilibrium geometry. The level of theory is ωB97M-V/def2-TZVPD.

Geometry as XYZ:
```
15
C5H8NS ωB97M-V/def2-TZVPD
C 2.57 -0.41 -1.05
C 1.74 0.24 -0.15
C 1.87 -1.04 -2.08
C -2.00 0.70 1.92
C -2.71 0.07 0.99
N 0.44 0.05 -0.51
S 0.21 -0.84 -1.89
H 3.68 -0.19 -1.12
H 1.83 0.57 0.90
H 2.39 -1.47 -3.01
H -2.11 0.42 2.98
H -1.46 1.63 1.72
H -0.19 0.51 0.11
H -2.74 0.37 -0.06
H -3.50 -0.61 1.24
```

For the largest force on an atom, the calculation gives 0.0504 hartree/bohr. The value obtained for the HOMO-LUMO gap is 8.71 eV. The energy above the lowest of the compared OMol25 structures with the same formula, charge and spin is 157.98 kJ/mol. The net charge is +1. As for the multiplicity: 1.

***

Entry 3:
This record from the OMol25 dataset describes a molecular structure, C15H10N3O11Tl. The level of theory is ωB97M-V/def2-TZVPD.

Geometry as XYZ:
```
40
C15H10N3O11Tl ωB97M-V/def2-TZVPD
Tl -0.87 0.42 0.25
O -2.62 -0.58 3.23
C -2.27 -1.49 3.95
C -0.95 -2.11 4.06
C -0.85 -3.14 4.98
C 0.34 -3.82 5.19
C 1.49 -3.45 4.45
C 1.43 -2.45 3.54
C 0.21 -1.70 3.28
O 0.19 -0.78 2.45
N 0.41 -4.86 6.15
O 1.48 -5.44 6.33
O -0.61 -5.17 6.77
H -3.01 -1.96 4.64
H -1.72 -3.43 5.55
H 2.41 -3.99 4.63
H 2.30 -2.16 2.97
O 2.64 -0.26 -3.36
C 1.53 0.03 -2.89
O 0.95 -0.37 -1.86
C 0.69 0.99 -3.77
C 1.33 1.74 -4.75
C 0.58 2.60 -5.54
C -0.79 2.73 -5.41
C -1.39 1.96 -4.44
C -0.68 1.11 -3.61
N -2.86 2.06 -4.30
O -3.40 1.34 -3.49
O -3.45 2.84 -5.03
N 1.26 3.40 -6.58
O 2.46 3.31 -6.68
O 0.57 4.15 -7.26
H 2.39 1.62 -4.88
H -1.36 3.40 -6.04
H -1.17 0.53 -2.84
C 0.67 2.58 2.08
O 0.04 2.36 0.86
H 1.22 3.54 2.07
H 1.40 1.80 2.34
H -0.03 2.64 2.93
```

For the largest force on an atom, the calculation gives 0.0077 hartree/bohr. The value obtained for the HOMO-LUMO gap is 5.80 eV. The energy above the lowest of the compared OMol25 structures with the same formula, charge and spin is 0.00 kJ/mol. The net charge is -2. As for the multiplicity: 1.

***

Entry 4:
This record from the OMol25 dataset describes a single C6H12S2 molecule in a non-equilibrium geometry. The level of theory is ωB97M-V/def2-TZVPD.

Geometry as XYZ:
```
20
C6H12S2 ωB97M-V/def2-TZVPD
C -1.64 -1.34 -1.64
C -1.19 -1.04 -0.21
C -1.12 -2.24 0.75
C 0.05 -0.08 -0.43
S 1.53 -0.61 -1.32
C 0.52 0.61 0.87
C 1.24 1.87 0.81
S -0.41 2.02 1.37
H -0.86 -1.39 -2.37
H -2.32 -0.55 -2.02
H -2.18 -2.34 -1.77
H -1.94 -0.31 0.22
H -0.71 -1.90 1.72
H -0.53 -3.10 0.36
H -2.14 -2.67 0.93
H -0.26 0.75 -1.07
H 1.43 -1.91 -0.91
H 0.87 -0.15 1.62
H 1.51 2.40 -0.18
H 2.01 1.99 1.61
```

For the largest force on an atom, the calculation gives 0.0686 hartree/bohr. The value obtained for the HOMO-LUMO gap is 9.48 eV. The energy above the lowest of the compared OMol25 structures with the same formula, charge and spin is 127.36 kJ/mol. The SMILES is CC(C)[C@H](S)[C@H]1CS1. As for the multiplicity: 1.

***

Entry 5:
This record from the OMol25 dataset describes a molecular structure, C11H17Cl2NO2SV in a non-equilibrium geometry. The level of theory is ωB97M-V/def2-TZVPD.

Geometry as XYZ:
```
35
C11H17Cl2NO2SV ωB97M-V/def2-TZVPD
C -0.65 0.66 -2.35
C -1.60 1.20 -1.44
C -2.23 0.10 -0.76
C -2.00 2.61 -1.35
C -1.75 -1.14 -1.35
C -0.75 -0.79 -2.32
C 0.05 -1.75 -3.10
C 0.28 1.45 -3.19
C -3.18 0.20 0.35
C -2.17 -2.51 -0.99
V 0.01 -0.10 -0.30
Cl -2.41 2.31 1.88
Cl 0.84 1.90 0.37
O -0.51 -1.14 1.14
H -1.29 3.27 -1.84
H -2.02 2.93 -0.31
H -3.02 2.76 -1.72
H -2.90 1.18 1.04
H -3.18 -0.69 0.98
H -4.18 0.37 -0.05
H -2.54 -2.53 0.04
H -1.34 -3.21 -1.08
H -2.98 -2.84 -1.65
H 0.17 -2.67 -2.53
H 1.04 -1.34 -3.34
H -0.45 -1.99 -4.05
H 0.51 2.41 -2.72
H -0.13 1.65 -4.19
H 1.21 0.90 -3.33
H -0.14 -0.87 2.01
O 1.63 -0.82 -0.81
H 2.44 -0.53 -0.38
S 0.84 0.32 3.83
C 2.26 -0.17 3.19
N 3.29 -0.53 2.70
```

The expectation value of S² is 0.77. For the largest force on an atom, the calculation gives 0.0878 hartree/bohr. The value obtained for the HOMO-LUMO gap (alpha / beta) is 5.70 / 5.70 eV. The energy above the lowest of the compared OMol25 structures with the same formula, charge and spin is 0.00 kJ/mol. The net charge is -2. As for the multiplicity: 2.

***

Entry 6:
This record from the OMol25 dataset describes a molecular structure, C35H35BrN4O4S3SbY. The level of theory is ωB97M-V/def2-TZVPD.

Geometry as XYZ:
```
84
C35H35BrN4O4S3SbY ωB97M-V/def2-TZVPD
Y -0.38 0.54 0.05
C -1.48 2.10 5.66
C -2.27 0.96 5.56
C -2.45 0.33 4.34
C -1.84 0.86 3.21
C -1.03 1.98 3.30
C -0.86 2.61 4.53
N -1.97 0.26 1.92
N -2.97 -0.47 1.78
C -3.10 -1.12 0.52
C -4.26 -1.90 0.43
C -4.51 -2.60 -0.73
C -3.60 -2.51 -1.78
C -2.46 -1.72 -1.66
C -2.16 -0.98 -0.51
H -1.34 2.58 6.62
H -2.73 0.54 6.44
H -3.06 -0.56 4.25
H -0.51 2.38 2.43
H -0.23 3.49 4.60
H -4.93 -1.95 1.28
H -5.39 -3.22 -0.82
H -3.78 -3.07 -2.69
H -1.78 -1.68 -2.51
N -2.20 2.50 0.03
C -1.52 3.80 0.18
C -0.02 3.67 -0.09
O 0.72 4.60 0.17
O 0.33 2.52 -0.57
H -2.54 2.40 -0.92
H -3.02 2.45 0.63
H -1.65 4.16 1.20
H -1.93 4.57 -0.48
O 3.08 -4.02 -5.77
C 2.20 -3.12 -5.28
C 1.11 -2.66 -6.01
C 0.27 -1.74 -5.41
N 0.45 -1.27 -4.17
C 1.49 -1.73 -3.52
Br 1.78 -1.09 -1.75
C 2.40 -2.65 -4.00
H 2.83 -4.28 -6.67
H 0.91 -3.00 -7.02
H -0.58 -1.35 -5.95
H 3.24 -2.99 -3.40
O 1.02 -0.51 1.16
C 1.98 -0.69 2.15
C 1.49 -1.73 3.14
C 2.14 -2.30 4.19
C 1.34 -3.25 4.88
C 0.12 -3.40 4.31
S -0.09 -2.36 2.97
C 3.26 -1.20 1.49
C 3.55 -2.49 1.16
C 4.73 -2.62 0.39
C 5.32 -1.42 0.15
S 4.44 -0.13 0.84
C 2.24 0.65 2.83
C 2.31 1.86 2.19
C 2.60 2.94 3.06
C 2.76 2.53 4.35
S 2.53 0.84 4.51
H 3.16 -2.06 4.46
H 1.67 -3.82 5.74
H -0.68 -4.06 4.61
H 2.92 -3.32 1.47
H 5.14 -3.56 0.05
H 6.24 -1.22 -0.38
H 2.17 1.99 1.13
H 2.67 3.97 2.74
H 2.97 3.13 5.22
C 0.54 1.77 -4.81
Sb -0.97 1.35 -3.35
C -2.46 0.49 -4.62
C -1.79 3.34 -3.42
H 0.11 1.69 -5.81
H 1.38 1.08 -4.72
H 0.89 2.79 -4.66
H -2.45 0.97 -5.60
H -3.44 0.65 -4.16
H -2.31 -0.58 -4.72
H -1.89 3.65 -4.46
H -1.13 4.03 -2.90
H -2.78 3.39 -2.96
```

For the largest force on an atom, the calculation gives 0.0093 hartree/bohr. The value obtained for the HOMO-LUMO gap is 7.75 eV. The energy above the lowest of the compared OMol25 structures with the same formula, charge and spin is 74.82 kJ/mol. As for the multiplicity: 1.

***

Entry 7:
This record from the OMol25 dataset describes a single C10H12ClIO molecule in a non-equilibrium geometry. The level of theory is ωB97M-V/def2-TZVPD.

Geometry as XYZ:
```
25
C10H12ClIO ωB97M-V/def2-TZVPD
C 0.40 2.90 0.92
C 0.81 1.82 -0.02
C 0.94 0.55 0.32
C 1.42 -0.52 -0.62
C 0.94 -1.91 -0.36
I 1.83 -3.27 -1.78
C 0.57 -2.45 0.80
C -0.48 -1.88 1.65
Cl -0.12 -1.53 3.31
C -1.73 -1.87 1.18
C -1.91 -2.30 -0.21
C -1.34 -1.62 -1.21
O -1.18 -0.27 -1.13
H 0.23 2.50 1.92
H -0.51 3.38 0.57
H 1.18 3.66 0.98
H 1.01 2.14 -1.04
H 0.76 0.24 1.33
H 2.52 -0.58 -0.50
H 1.26 -0.22 -1.66
H 0.69 -3.52 0.96
H -2.58 -1.63 1.80
H -2.23 -3.32 -0.38
H -1.33 -2.04 -2.21
H -0.91 0.09 -1.98
```

For the largest force on an atom, the calculation gives 0.0571 hartree/bohr. The value obtained for the HOMO-LUMO gap is 8.75 eV. The energy above the lowest of the compared OMol25 structures with the same formula, charge and spin is 105.85 kJ/mol. The SMILES is C/C=C/C\C(I)=C/C(Cl)=C\C=C/O. As for the multiplicity: 1.

***

Entry 8:
This record from the OMol25 dataset describes a single C2H5N3S2 molecule in a non-equilibrium geometry. The level of theory is ωB97M-V/def2-TZVPD.

Geometry as XYZ:
```
12
C2H5N3S2 ωB97M-V/def2-TZVPD
N 2.32 -0.48 -1.94
N 0.94 -0.01 -1.79
C 0.24 0.01 -0.65
N -0.90 0.68 -0.70
S -1.93 0.75 0.66
C -0.69 -0.16 1.80
S 0.82 -0.68 0.91
H 2.41 -1.45 -1.63
H 2.83 0.26 -1.50
H 0.48 0.29 -2.61
H -0.46 0.36 2.75
H -1.29 -1.01 1.92
```

For the largest force on an atom, the calculation gives 0.0802 hartree/bohr. The value obtained for the HOMO-LUMO gap is 8.12 eV. The energy above the lowest of the compared OMol25 structures with the same formula, charge and spin is 277.71 kJ/mol. The SMILES is NNC1=NSCS1. As for the multiplicity: 1.